A 2-piece molecular cluster, C24H49I2N3O6P2S overall in a non-equilibrium geometry. Source: the OMol25 dataset; level of theory: ωB97M-V/def2-TZVPD.

Calculated values
Net charge ... 0
HOMO ... -0.239 Eh

The geometry in XYZ format:
```
87
Properties=species:S:1:pos:R:3:forces:R:3
H 3.45450 1.34582 -3.44763 -1.046 -0.940 0.337
C -0.74176 1.35802 4.70003 0.270 -1.225 2.126
O 0.28680 2.76917 2.67631 -0.898 1.529 -1.890
H 0.72426 1.45739 -3.15242 0.658 -1.136 -0.628
H 1.37087 3.69078 -0.57146 -0.322 -1.289 1.241
H -3.29692 -0.57139 -1.69327 1.566 -0.132 -0.511
H 3.05815 1.90292 1.48400 -0.453 1.496 -0.515
C 2.78077 0.46224 -3.19239 -0.616 -0.158 -0.313
O -2.09663 -0.35963 5.91175 3.033 0.305 -2.438
H -1.15385 -2.75510 -2.24737 -1.765 -0.101 -0.324
C 2.80258 0.17744 -1.61280 0.310 -0.834 -0.262
C 0.34970 3.48931 1.41502 0.468 0.466 -1.217
O -2.81766 5.41974 0.27597 2.189 0.307 -0.512
C 0.84535 0.33079 2.45054 -3.234 -0.119 0.365
C 3.97579 0.91612 -0.81216 -0.046 0.035 -0.019
C -3.20308 -3.07681 -1.21526 1.172 -0.474 -0.033
N -0.34041 0.53279 2.03641 6.713 -2.194 0.951
N -4.08238 0.87811 3.83104 0.572 -1.344 -0.607
P -1.20729 1.86748 2.90848 -0.010 1.632 0.586
C -0.04775 -4.60491 0.47428 -0.492 0.332 0.389
H -0.94826 -0.01144 -5.43837 0.362 -0.917 1.501
H 4.72665 3.05425 -0.59628 -1.272 -0.927 0.268
H 1.07524 -1.52108 -4.33906 -0.611 0.932 0.825
P -2.97866 0.51205 2.72628 -2.524 0.402 1.338
H -2.54287 -0.86677 2.75845 0.075 0.669 -0.318
C -1.17678 -0.14989 5.09140 -1.242 0.683 1.331
H 4.94660 0.73387 -1.41084 -1.308 0.619 0.767
H -4.12081 -2.44125 -0.96683 1.422 -0.643 -0.556
C -1.52043 5.13610 0.86007 0.777 0.413 0.556
H 0.39089 -1.08818 -2.66028 -0.215 0.179 -1.634
H -1.46019 -2.52930 0.17156 -1.361 -0.830 -0.243
H 1.11795 -2.07614 1.55198 0.754 -1.369 0.550
C -2.13954 -0.07370 -3.54681 0.955 0.952 0.701
H 1.96600 -3.00559 2.96650 -0.781 0.100 -1.547
O 5.27175 -1.58643 -1.59085 0.485 -0.648 -0.152
H 3.20291 -0.43736 -3.79053 -0.423 1.174 0.920
H 3.12919 2.86786 -1.46476 0.979 -0.488 1.264
H -2.95398 -3.20318 1.01396 0.961 -0.207 -1.059
C -1.58476 -4.76881 0.05300 0.315 0.882 0.348
H -3.14797 -0.02773 -4.09578 1.532 -0.378 0.755
H -0.72328 -3.37889 2.31993 0.907 -1.036 -0.557
C -2.26698 -0.82828 -2.12540 -0.760 -0.460 -0.966
H -1.60071 -5.15945 -1.01754 -0.227 0.285 1.437
H -1.32294 -1.69504 -4.83117 0.834 1.442 0.554
H -1.32774 2.02117 5.43239 0.922 -1.357 -1.273
H -0.62021 -1.02864 4.57992 -0.705 1.066 0.638
C 0.13747 -4.04111 1.97954 0.971 0.289 -0.505
H -0.73124 5.69484 0.22920 -1.456 -0.952 0.672
H -4.26137 0.04288 4.40654 0.048 0.626 -0.048
H -2.70156 -2.63490 -3.37124 0.855 0.053 1.251
C -0.96684 -0.65568 -4.48020 -1.121 -0.268 0.058
N -3.83119 4.92603 1.05082 -1.941 -1.929 -0.481
C -1.14079 3.57783 0.78610 -0.097 0.057 1.800
I -2.44511 3.74229 4.07665 -0.683 1.240 0.393
C 1.35387 2.93662 0.29649 0.559 -0.740 1.366
H 6.19373 -1.28082 -1.74671 -0.258 0.012 0.074
H 0.71483 4.57994 1.53469 -0.659 -1.596 0.568
H -1.39322 5.56385 1.92510 -0.603 -1.002 -1.485
H 2.98396 -0.96005 -1.48851 -0.628 1.572 0.037
C 2.87513 2.77938 0.78374 0.109 0.251 -1.754
H -1.86180 1.02672 -3.32304 -0.544 -1.620 -0.363
H 3.21751 3.79050 1.17913 -0.321 -1.464 -0.093
H 4.82815 -1.84274 -2.43354 -0.121 0.255 0.188
H -2.16247 -5.44245 0.78127 0.989 0.663 -1.281
C -2.29884 -3.30945 0.08841 -0.211 -0.568 -0.042
H -1.47913 -0.50539 -1.36855 -0.965 -0.283 -1.063
O -4.54134 4.24416 0.37392 0.691 1.404 1.233
C -2.25298 -2.43571 -2.34265 -0.998 1.478 0.700
H 4.12601 0.40746 0.20157 -0.248 0.603 -1.243
H -3.59140 -4.07450 -1.60825 0.456 1.126 0.725
H 0.40133 -3.82316 -0.25020 -0.634 -1.160 1.041
H 0.24943 -4.90637 2.72721 -0.146 1.290 -1.137
H 0.56214 -5.57360 0.35228 -0.970 1.358 0.187
O -1.93578 2.61164 1.47918 2.115 1.549 -1.255
C 1.45970 -3.09142 1.94355 -0.706 -0.993 0.109
H -3.54832 0.73772 1.42393 0.894 -0.361 0.210
H 0.36630 1.55205 4.96257 -1.559 -0.580 -0.762
H 1.76026 0.36750 -1.19420 1.495 -0.097 -0.340
C 1.26635 0.64932 -3.74797 0.249 -0.485 -0.752
S 2.23971 0.00443 3.33510 -2.375 0.595 -2.099
I -1.49316 3.05902 -1.30805 0.308 -0.120 -0.126
H 0.99044 1.90084 -0.00587 0.346 1.490 -0.027
H 1.28686 0.98762 -4.84815 0.168 -0.306 1.633
H 2.17913 -3.58358 1.19952 -0.728 0.808 1.024
H 5.24025 -2.31511 -0.92938 -0.102 0.208 -0.082
C 0.45691 -0.75841 -3.75685 0.300 0.903 0.003
C 3.73818 2.47859 -0.56461 -0.397 0.004 -0.507
```
Positions in Å, forces in eV/Å.